{
  "formula": "C3H7Br2P",
  "method": "wB97M-V/def2-TZVPD",
  "homo_ev": -7.381,
  "multiplicity": 1,
  "relative_energy_kcal_mol": 68.8,
  "orbital_gap_ev": 5.711,
  "species": ["Br", "Br", "P", "C", "C", "C", "H", "H", "H", "H", "H", "H", "H"],
  "positions_angstrom": [[-1.814631, -2.455188, 0.581320], [-3.270667, 0.457419, 2.324288], [-1.584124, -0.975138, 2.297455], [0.737952, -0.042587, -1.652116], [0.817651, -0.031540, -0.102562], [0.198086, 1.046662, 0.618104], [0.141063, 0.755867, -1.970789], [0.597539, 1.218752, 1.639265], [1.886736, -0.085287, 0.172130], [1.770541, 0.110603, -2.203731], [0.496967, -0.959824, 0.148831], [-0.317354, 1.979415, 0.201143], [0.340239, -1.019155, -2.053340]],
  "forces_ev_per_a": [[-0.1, 0.7, 0.4], [-0.4, -0.2, -0.1], [1.0, 0.9, -1.0], [2.3, -1.2, -0.9], [2.4, 1.4, -2.8], [-1.2, 1.0, 2.4], [-1.1, 1.0, -0.7], [-0.3, 0.0, -0.8], [-0.1, 0.2, 0.2], [-1.9, -0.3, 1.3], [-1.3, -2.8, 1.3], [0.5, -1.9, 0.3], [0.2, 1.1, 0.5]],
  "mulliken_charge": [-0.18, -0.15, 0.15, -0.94, 0.00, -0.65, 0.29, 0.35, 0.27, 0.24, 0.13, 0.25, 0.24]
}

=====

{
  "formula": "C3H7BrClN",
  "method": "wB97M-V/def2-TZVPD",
  "homo_ev": [-9.658, -9.917],
  "multiplicity": 1,
  "relative_energy_kcal_mol": 49.9,
  "orbital_gap_ev": [6.856, 8.594],
  "species": ["Br", "Cl", "N", "C", "C", "C", "H", "H", "H", "H", "H", "H", "H"],
  "positions_angstrom": [[0.831733, -0.253395, -3.267301], [1.572390, 1.799344, -0.409110], [1.367815, 0.224719, -0.568917], [-1.077565, 0.392628, -0.526893], [0.167314, -0.392785, -0.115686], [0.302020, -0.543631, 1.393960], [0.676451, 0.405463, 1.849553], [-2.052440, -0.093697, -0.111165], [0.916674, -1.416728, 1.811155], [-1.099186, 0.515303, -1.636787], [0.092310, -1.444009, -0.460924], [-0.693281, -0.552452, 1.907015], [-1.004238, 1.359240, 0.135099]],
  "forces_ev_per_a": [[0.4, 0.1, 0.5], [-0.1, 1.7, 0.4], [1.1, -2.6, -2.1], [-1.3, 0.7, 2.3], [-1.5, -0.8, 0.8], [-0.2, 0.5, 2.7], [0.3, -0.7, -0.4], [1.8, 0.5, -1.0], [-0.8, 1.3, -1.0], [-0.2, 0.3, 1.2], [0.5, 0.8, -0.6], [0.5, -0.6, -0.7], [-0.4, -1.3, -1.9]],
  "mulliken_charge": [-0.13, 0.05, -0.26, -0.93, 0.37, -1.19, 0.31, 0.31, 0.28, 0.25, 0.30, 0.32, 0.32]
}

=====

{
  "formula": "C3H7BrF3NO5S2",
  "method": "wB97M-V/def2-TZVPD",
  "homo_ev": -8.313,
  "multiplicity": 1,
  "orbital_gap_ev": 4.862,
  "species": ["Br", "S", "S", "F", "F", "F", "O", "O", "O", "O", "O", "N", "C", "C", "C", "H", "H", "H", "H", "H", "H", "H"],
  "positions_angstrom": [[2.743775, -1.894200, -1.850119], [3.375613, -0.173579, -0.499033], [1.524172, 1.945440, -1.212498], [-2.301454, -0.702251, 0.910934], [-2.816420, 0.459747, -1.200858], [-1.675310, 1.594026, 0.710872], [4.929380, -0.380560, -0.312526], [-2.902855, -2.008350, 3.800436], [1.116791, 2.532274, 0.193859], [2.770106, -0.273386, 0.927008], [1.458153, 3.176499, -2.198393], [3.188539, 1.385481, -1.266629], [-1.844656, 0.338782, -0.084951], [-0.416708, -0.237790, -0.685441], [0.266395, 0.706367, -1.836772], [0.260906, -0.472457, 0.238883], [-2.778591, -2.946923, 3.507628], [-3.854648, -1.812603, 3.995068], [-2.529586, -1.370531, 3.140279], [-0.652030, -1.286573, -1.195170], [-0.610479, 1.334696, -2.347625], [0.748906, 0.085890, -2.734954]],
  "forces_ev_per_a": [[-0.2, 0.3, 0.2], [5.6, 2.7, 5.7], [0.0, 7.3, 1.5], [0.2, 2.5, -2.0], [2.5, -0.1, 4.3], [-1.4, -4.4, -3.0], [-5.6, 0.5, -1.9], [-0.4, -0.2, -0.2], [1.1, -3.5, -4.3], [0.2, -0.3, -5.0], [0.4, -5.0, 2.3], [-2.8, -3.0, 0.8], [1.6, 0.6, -0.4], [-0.4, -0.7, 0.1], [-1.5, -0.6, -1.0], [-1.1, 0.8, -1.8], [0.0, 0.6, 0.1], [0.6, -0.1, -0.2], [0.0, 0.0, -0.2], [0.2, 2.3, 1.1], [2.2, -1.0, 1.3], [-0.9, 1.2, 2.3]],
  "mulliken_charge": [-0.18, 0.85, 1.08, -0.31, -0.23, -0.21, -0.59, -0.41, -0.61, -0.54, -0.68, -0.35, 0.70, -0.42, -0.78, 0.28, 0.47, 0.47, 0.46, 0.31, 0.35, 0.32]
}

=====

{
  "formula": "C3H7BrN3",
  "method": "wB97M-V/def2-TZVPD",
  "homo_ev": -14.084,
  "multiplicity": 1,
  "relative_energy_kcal_mol": 84.3,
  "orbital_gap_ev": 8.898,
  "smiles": "C=N/C=[N+](/C)NBr",
  "charge": 1,
  "species": ["Br", "N", "N", "N", "C", "C", "C", "H", "H", "H", "H", "H", "H", "H"],
  "positions_angstrom": [[2.531730, -0.638276, -0.566584], [-0.160767, 1.763955, -0.567811], [0.916019, -0.179562, 0.546227], [-0.239273, -0.400413, -0.036784], [-0.912285, -1.712750, -0.125720], [-0.840753, 0.665959, -0.645400], [0.797909, 2.004858, 0.252079], [-1.898187, 0.510828, -1.107416], [0.667330, 2.244818, 1.397087], [1.638558, 2.493117, -0.074618], [-1.187157, -1.983252, 0.901216], [-1.846941, -1.510646, -0.609458], [0.954801, -0.767735, 1.282273], [-0.420983, -2.490900, -0.645089]],
  "forces_ev_per_a": [[-0.8, -0.1, 0.4], [-1.4, -0.9, -0.5], [2.0, 2.1, -2.5], [-2.7, -0.7, -2.2], [-0.7, 1.1, 1.6], [-0.5, 0.7, 0.3], [-2.1, 0.9, 3.3], [2.3, 0.6, 0.7], [-0.4, -0.9, -2.1], [2.5, 0.5, -1.3], [0.3, -0.4, -0.2], [-0.5, -0.1, -0.4], [0.9, -2.2, 3.4], [1.0, -0.5, -0.5]],
  "mulliken_charge": [0.07, -0.23, -0.69, 0.37, -0.83, 0.22, -0.01, 0.29, 0.22, 0.32, 0.38, 0.25, 0.30, 0.33]
}

=====

{
  "formula": "C3H7BrNO",
  "method": "wB97M-V/def2-TZVPD",
  "homo_ev": -13.973,
  "multiplicity": 1,
  "relative_energy_kcal_mol": 0.0,
  "orbital_gap_ev": 9.886,
  "charge": 1,
  "species": ["Br", "O", "N", "C", "C", "C", "H", "H", "H", "H", "H", "H", "H"],
  "positions_angstrom": [[3.972633, -0.003503, 0.042803], [0.307634, 0.485681, -1.155943], [-0.757289, -1.084893, -0.099402], [0.114719, -0.761655, -1.002672], [-0.508938, 1.212968, -0.210878], [-1.302964, 0.114330, 0.525485], [0.167104, 1.773389, 0.437550], [0.672761, -1.457198, -1.618081], [-1.038138, -2.021612, 0.153254], [-1.118563, 0.104181, 1.601770], [-1.129631, 1.911646, -0.773599], [5.334148, -0.231707, 0.192276], [-2.381268, 0.175307, 0.353363]],
  "forces_ev_per_a": [[-0.9, 0.2, -0.1], [0.5, 0.3, -0.5], [0.2, 0.0, -0.2], [-0.1, -0.9, 0.0], [-0.4, 0.6, 0.6], [-0.5, 0.5, 0.4], [-0.1, -0.1, -0.1], [0.0, 0.0, 0.0], [0.2, -0.1, -0.2], [0.0, 0.0, -0.2], [0.1, -0.2, 0.0], [0.8, -0.2, 0.1], [0.2, 0.0, 0.0]],
  "mulliken_charge": [-0.25, -0.27, -0.08, 0.11, -0.25, -0.37, 0.28, 0.45, 0.24, 0.30, 0.28, 0.25, 0.30]
}

=====

{
  "formula": "C3H7BrNO",
  "method": "wB97M-V/def2-TZVPD",
  "homo_ev": [-11.710, -11.686],
  "multiplicity": 1,
  "relative_energy_kcal_mol": 120.0,
  "orbital_gap_ev": [6.893, 6.852],
  "charge": 1,
  "species": ["Br", "O", "N", "C", "C", "C", "H", "H", "H", "H", "H", "H", "H"],
  "positions_angstrom": [[-1.041783, -0.985446, 0.360158], [-0.443292, -0.490131, -2.355224], [1.129163, 0.114945, 2.590467], [-1.381327, 0.364678, -2.433801], [0.657220, 0.603302, 1.465156], [0.005107, -1.103278, -1.367586], [0.480157, 0.110759, 3.419210], [-2.136207, 0.564570, -1.821717], [-0.154421, 1.287573, 1.359527], [1.409464, 0.705297, 0.607056], [0.826601, -1.657773, -1.172891], [2.044311, -0.336630, 2.734420], [-1.394991, 0.822133, -3.384777]],
  "forces_ev_per_a": [[0.7, -0.2, -1.4], [0.9, 0.3, -0.3], [-1.8, 0.4, 0.7], [1.3, 0.8, -4.0], [3.3, 0.2, -0.7], [-2.6, 0.0, 3.5], [1.2, 0.0, -1.0], [-2.5, 0.1, 3.3], [-0.6, 0.0, 0.7], [-1.3, -0.6, 1.2], [2.4, -1.6, -0.5], [-0.8, 0.3, -0.6], [-0.1, 0.3, -0.9]],
  "mulliken_charge": [-0.15, -0.22, -0.25, -0.41, -0.38, -0.23, 0.30, 0.36, 0.43, 0.36, 0.63, 0.28, 0.28]
}

=====

{
  "formula": "C3H7BrS",
  "method": "wB97M-V/def2-TZVPD",
  "homo_ev": -8.756,
  "multiplicity": 1,
  "relative_energy_kcal_mol": 40.5,
  "orbital_gap_ev": 9.079,
  "smiles": "C=C(C)S.Br",
  "species": ["Br", "S", "C", "C", "C", "H", "H", "H", "H", "H", "H", "H"],
  "positions_angstrom": [[3.338124, -0.511337, -0.526872], [-1.215180, 2.106912, -0.402373], [-0.946641, 0.500553, 0.288109], [-1.725170, -0.071964, 1.207806], [0.161862, -0.216909, -0.445683], [3.959385, -1.640809, 0.286596], [1.072527, 0.512659, -0.694762], [-1.436535, -1.156115, 1.540651], [-1.041101, 1.688520, -1.698656], [-2.533612, 0.380420, 1.653747], [0.552828, -0.952230, 0.134477], [-0.186487, -0.639700, -1.343041]],
  "forces_ev_per_a": [[1.5, -1.8, 1.2], [-0.4, 0.2, -0.4], [-0.1, -0.5, -0.8], [2.9, -2.7, -0.5], [1.1, 3.9, -0.3], [-0.8, 1.6, -1.2], [-2.4, -1.4, 0.5], [-0.6, 2.2, -0.5], [-0.1, 0.3, 0.8], [-1.7, 1.0, 0.9], [1.1, -2.3, 1.7], [-0.5, -0.4, -1.3]],
  "mulliken_charge": [-0.19, -0.27, 0.67, -0.83, -1.41, 0.21, 0.18, 0.18, 0.14, 0.36, 0.58, 0.39]
}

=====

{
  "formula": "C3H7Cl",
  "method": "wB97M-V/def2-TZVPD",
  "homo_ev": -10.066,
  "multiplicity": 1,
  "relative_energy_kcal_mol": 22.3,
  "orbital_gap_ev": 11.191,
  "smiles": "CCCCl",
  "species": ["Cl", "C", "C", "C", "H", "H", "H", "H", "H", "H", "H"],
  "positions_angstrom": [[2.730530, 0.448955, 0.033525], [1.343214, -0.716301, -0.197932], [-0.241833, -0.333205, 0.572451], [-0.693257, 0.937100, -0.146873], [-0.905520, -1.109521, 0.316693], [-1.736894, 0.941082, 0.066998], [-0.175779, 1.846055, 0.129608], [-0.170068, -0.257646, 1.600752], [1.357794, -0.835504, -1.275388], [1.644840, -1.614376, 0.328640], [-0.767611, 0.879322, -1.127486]],
  "forces_ev_per_a": [[-0.9, -0.1, 0.3], [-1.8, 0.1, 2.4], [4.2, 1.2, -4.9], [-0.5, -0.4, 4.7], [-0.5, -1.3, -0.4], [-1.1, 1.1, 0.8], [0.0, 0.1, 0.3], [0.6, 0.3, 2.0], [-0.8, -0.2, 0.1], [0.3, -0.2, -0.3], [0.6, -0.7, -4.9]],
  "mulliken_charge": [-0.21, -0.54, -0.48, -1.24, 0.32, 0.36, 0.33, 0.36, 0.33, 0.32, 0.45]
}

=====

{
  "formula": "C3H7Cl2N3",
  "method": "wB97M-V/def2-TZVPD",
  "homo_ev": [-17.839, -17.085],
  "multiplicity": 1,
  "orbital_gap_ev": [8.301, 7.913],
  "charge": 2,
  "species": ["Cl", "Cl", "N", "N", "N", "C", "C", "C", "H", "H", "H", "H", "H", "H", "H"],
  "positions_angstrom": [[-2.808783, 1.126858, -0.908361], [0.328777, -0.099788, 2.600998], [-1.330069, -0.416315, 0.589503], [-3.012890, -1.453754, -0.552583], [2.758572, 0.446464, 0.067828], [1.505573, 1.025054, -0.394526], [-2.325423, -0.373535, -0.260666], [-0.243120, -0.133276, 1.084951], [-3.819359, -1.401022, -1.167729], [2.767573, -0.578742, -0.048997], [-2.810636, -2.356651, -0.135228], [2.926518, 0.671705, 1.060257], [3.568973, 0.813954, -0.468644], [1.177157, 0.687486, -1.361787], [1.317138, 2.041562, -0.105017]],
  "forces_ev_per_a": [[0.1, -0.5, 0.2], [0.2, -0.1, 1.0], [0.7, 0.1, 0.9], [0.1, 0.3, -0.1], [0.5, 0.0, 0.0], [-1.6, -1.0, 0.7], [-0.6, -0.1, -0.2], [0.1, 0.8, -2.6], [0.1, 0.1, 0.0], [0.1, 0.3, 0.1], [0.1, 0.1, 0.0], [0.0, -0.2, -0.2], [-0.2, -0.1, 0.2], [0.1, -0.1, -0.2], [0.1, 0.2, 0.1]],
  "mulliken_charge": [-0.01, 0.04, -0.17, -0.29, -0.25, -0.76, 0.56, 0.40, 0.26, 0.38, 0.27, 0.37, 0.39, 0.40, 0.40]
}

=====

{
  "formula": "C3H7ClN",
  "method": "wB97M-V/def2-TZVPD",
  "homo_ev": -15.609,
  "multiplicity": 1,
  "relative_energy_kcal_mol": 36.7,
  "orbital_gap_ev": 9.548,
  "smiles": "C[N+](C)=CCl",
  "charge": 1,
  "species": ["Cl", "N", "C", "C", "C", "H", "H", "H", "H", "H", "H", "H"],
  "positions_angstrom": [[-3.169132, -0.075128, -0.024790], [-0.474235, 0.131034, 0.051391], [-1.754860, 0.806769, 0.047332], [-0.457525, -1.318529, 0.067703], [0.685605, 0.841590, 0.182871], [-0.185789, -1.817405, 0.997483], [0.261727, -1.668985, -0.650014], [-1.820332, 1.819278, 0.194425], [-1.548911, -1.726305, -0.262075], [1.457112, 0.196538, 0.680358], [1.152470, 1.401416, -0.646676], [0.448148, 1.584065, 1.014035]],
  "forces_ev_per_a": [[0.2, 0.7, 0.0], [-8.6, 0.8, -0.5], [4.9, -6.1, 0.0], [-2.9, -1.7, -1.6], [3.4, 2.8, 3.3], [-0.1, 0.7, 0.5], [0.3, 0.0, -0.5], [0.2, 2.5, 0.1], [3.0, 0.9, 0.8], [-0.6, 0.5, -0.8], [-0.7, -0.7, -0.1], [0.8, -0.4, -1.1]],
  "mulliken_charge": [-0.02, 0.12, 0.21, -0.89, -0.89, 0.37, 0.39, 0.42, 0.27, 0.36, 0.29, 0.37]
}

=====

{
  "formula": "C3H7ClN2O",
  "method": "wB97M-V/def2-TZVPD",
  "homo_ev": -9.556,
  "multiplicity": 1,
  "relative_energy_kcal_mol": 27.5,
  "orbital_gap_ev": 10.484,
  "smiles": "NC(N)(Cl)[C@H]1CO1",
  "species": ["Cl", "O", "N", "N", "C", "C", "C", "H", "H", "H", "H", "H", "H", "H"],
  "positions_angstrom": [[1.909271, 1.365958, -1.369090], [0.948546, -1.813507, -0.217958], [-0.435656, -0.047169, -1.427090], [-0.157037, 1.525897, 0.357411], [0.958075, -0.566446, 0.452512], [0.056263, -1.568576, 0.764754], [0.334680, 0.523065, -0.492355], [-0.955346, 0.483554, -2.088894], [-1.006277, -1.421653, 0.537776], [1.967711, -0.217870, 0.948114], [-0.184967, 2.501344, -0.059684], [0.183006, -2.156257, 1.682980], [0.440051, 1.631401, 1.163749], [-0.126178, -0.957931, -1.588136]],
  "forces_ev_per_a": [[0.3, -0.1, -0.1], [1.7, -0.8, -1.7], [-1.2, 1.0, 0.4], [-0.9, 2.3, -0.5], [3.2, 3.6, -1.9], [-3.5, -2.1, 4.1], [2.1, 0.5, 1.9], [0.0, 0.1, -0.3], [0.4, -0.1, -0.3], [-2.3, -1.0, -0.7], [-0.1, -1.8, 0.3], [0.1, 0.1, -0.2], [0.1, -0.1, 0.1], [0.3, -1.5, -1.1]],
  "mulliken_charge": [-0.35, -0.49, -0.39, -0.61, -0.13, -0.38, 0.52, 0.17, 0.23, 0.39, 0.28, 0.29, 0.25, 0.22]
}

=====

{
  "formula": "C3H7ClN2O",
  "method": "wB97M-V/def2-TZVPD",
  "homo_ev": [-8.867, -8.868],
  "multiplicity": 1,
  "relative_energy_kcal_mol": 65.4,
  "orbital_gap_ev": [8.644, 8.645],
  "species": ["Cl", "O", "N", "N", "C", "C", "C", "H", "H", "H", "H", "H", "H", "H"],
  "positions_angstrom": [[-2.112104, -0.988816, 1.021040], [1.057692, -1.132742, 2.588847], [0.321038, 0.370911, -0.424548], [0.355922, 0.158089, 0.904431], [0.943590, -0.842183, 1.430358], [0.028210, -0.632377, -1.224631], [0.340133, 1.806249, -0.830870], [1.474545, -1.609076, 0.542018], [0.997859, 1.959435, -1.695383], [0.521820, 2.389748, 0.073367], [-0.692565, 2.034836, -0.984155], [-3.097595, -1.422669, 1.737546], [0.005923, -0.516158, -2.343950], [-0.144469, -1.575248, -0.794072]],
  "forces_ev_per_a": [[-1.0, -0.3, 0.5], [-0.2, -0.1, 0.7], [-0.5, -2.3, 0.0], [-1.3, 4.8, -1.2], [3.0, -4.5, -1.7], [0.9, 2.2, -1.5], [-0.1, -0.8, 0.7], [-0.8, 1.5, 1.7], [-0.3, 0.1, 0.4], [0.9, -0.3, -0.3], [-0.6, 0.2, -0.9], [0.2, 0.1, -0.3], [0.0, 0.2, 1.5], [-0.2, -0.9, 0.4]],
  "mulliken_charge": [-0.21, -0.51, 0.67, -0.75, 0.19, -0.46, -0.89, 0.11, 0.31, 0.32, 0.35, 0.24, 0.24, 0.39]
}

=====

Question: Which formula does entry 7 have?
Answer: C3H7BrS